1.
23
Properties=species:S:1:pos:R:3:forces:R:3:lowdin_spin:R:1 method="wB97M-V/def2-TZVPD" spin_multiplicity=2 de_lowest_kcal_mol=0.3 fmax_ev_per_a=0.44 homo_ev="-4.71 / -4.81" mol_weight_g_mol=708.443 total_charge=-1
Pb 1.333532 -0.390458 1.252880 0.118 -0.159 0.261 0.00
N -1.098489 1.365000 0.431651 -0.030 0.017 -0.133 0.00
N -2.375876 0.833357 0.248362 -0.088 0.048 0.076 0.00
C -2.569768 -0.503235 0.159625 0.176 0.259 0.017 0.00
N -3.826554 -0.887022 -0.108043 -0.044 -0.367 -0.053 0.00
N -1.508363 -1.264286 0.387674 -0.278 -0.050 -0.187 0.00
N -1.633111 -2.622685 0.281740 -0.081 0.141 0.135 0.00
O -2.638435 -3.179808 -0.173144 -0.221 0.145 -0.101 0.00
O -0.669083 -3.242010 0.658319 0.386 -0.185 0.115 0.00
H -1.132630 2.128889 1.096047 0.017 -0.090 0.026 0.00
H -0.720235 1.712213 -0.456555 -0.032 -0.028 0.268 0.00
H -3.111585 1.433224 -0.098317 0.085 -0.059 -0.046 0.00
H -4.542839 -0.207315 -0.285218 0.037 -0.009 -0.017 0.00
H -3.956492 -1.869907 -0.313816 -0.017 0.124 0.032 0.00
S 5.680240 -1.648537 -2.165886 0.009 -0.027 0.023 0.32
As 4.282741 -1.834932 -0.640749 -0.023 0.076 0.027 0.33
S 3.565797 -1.205608 2.579891 -0.142 0.015 -0.168 0.02
S 2.405012 -0.748899 -1.087103 -0.030 -0.038 -0.020 0.16
S 5.098566 -0.935395 1.239539 0.076 0.030 -0.072 0.16
Cl 1.999359 2.346733 1.059571 0.010 0.087 -0.014 0.00
Ge 2.578888 2.906194 -1.238714 0.031 -0.034 0.116 0.01
Cl 2.449051 5.133153 -0.820862 -0.017 0.012 -0.023 0.00
Cl 0.390275 2.681326 -2.006897 0.058 0.094 -0.262 0.00

2.
136
Properties=species:S:1:pos:R:3:forces:R:3:mulliken_charge:R:1 method="wB97M-V/def2-TZVPD" spin_multiplicity=1 de_lowest_kcal_mol=137.4 smiles=COC[C@H](C)N.COC[C@H](C)N.COC[C@H](C)N.COC[C@H](C)N.COC[C@H](C)N.COC[C@H](C)N.COC[C@H](C)N.COC[C@H](C)N fmax_ev_per_a=3.41 homo_ev=-8.69 mol_weight_g_mol=713.104 total_charge=0
C 6.977432 -10.623137 4.827360 0.082 -0.414 -0.532 -0.73
O 7.920448 -9.896446 5.547321 0.760 0.267 1.073 -0.30
C 7.493226 -9.518815 6.872828 1.109 -0.251 -0.111 -0.54
C 8.651802 -8.756624 7.586353 -2.003 1.630 0.015 0.18
C 8.382795 -8.534016 9.119923 0.606 -0.752 -1.280 -1.34
N 8.682663 -7.383587 7.043473 1.483 0.065 -0.790 -0.71
H 6.671020 -11.521839 5.362656 -0.684 0.196 0.393 0.29
H 7.414237 -11.058475 3.928588 0.512 0.402 -0.099 0.27
H 6.184949 -9.962464 4.475830 -0.557 -0.242 0.295 0.29
H 6.630464 -8.862537 6.758638 -0.204 0.080 0.324 0.29
H 7.239810 -10.383450 7.486246 -0.270 -0.438 -0.215 0.36
H 9.601339 -9.213414 7.307377 -0.020 -0.125 0.397 0.41
H 9.090175 -7.796011 9.498159 -0.107 0.039 -0.167 0.39
H 8.519707 -9.438448 9.712699 -0.382 -0.079 -0.008 0.35
H 7.371686 -8.130621 9.174920 -0.032 -0.105 0.398 0.29
H 7.820375 -6.865464 6.953372 -0.466 -0.435 0.515 0.23
H 9.016654 -7.453528 6.092862 0.181 0.172 -0.208 0.27
C 9.928703 1.160364 9.894290 -0.280 -0.257 -0.096 -0.70
O 9.674697 -0.024215 9.106983 0.136 1.019 1.145 -0.42
C 10.648679 -0.134308 8.080725 0.324 0.453 -0.189 -0.58
C 12.029070 -0.693708 8.624611 -2.238 1.176 -0.733 0.59
C 13.091706 -0.878212 7.618291 1.418 -0.582 -0.008 -1.61
N 11.655209 -1.863883 9.374323 -0.127 -0.452 0.482 -0.73
H 10.888230 1.129596 10.410506 0.165 -0.129 -0.148 0.27
H 9.178245 1.313544 10.669816 -0.239 -0.504 -0.201 0.29
H 9.890945 2.041903 9.254315 0.131 0.075 -0.161 0.30
H 10.174599 -0.810882 7.369667 0.461 -0.370 -0.129 0.31
H 10.667987 0.842222 7.596873 0.597 0.190 -0.238 0.41
H 12.470100 -0.000488 9.340864 -0.318 0.287 0.135 0.14
H 13.597973 0.055303 7.372672 -0.196 0.031 -0.192 0.36
H 12.913397 -1.460816 6.714483 -0.482 0.075 0.038 0.34
H 13.793496 -1.449879 8.225573 0.630 -0.173 -0.400 0.40
H 10.734311 -1.547449 9.642528 -0.382 -0.587 1.198 0.37
H 11.412731 -2.644099 8.780554 0.391 -0.265 -0.514 0.26
C 8.257952 -2.412709 2.379250 0.309 -1.314 -0.575 -0.80
O 7.218212 -2.761727 3.249978 0.012 1.893 0.413 -0.26
C 6.222913 -1.699935 3.367126 -0.102 -3.213 1.151 -0.71
C 5.213115 -2.347268 4.303744 -0.711 0.600 0.241 0.30
C 3.996910 -1.433835 4.466984 0.121 -0.704 -0.392 -1.39
N 5.664500 -2.719598 5.637062 0.839 -0.182 -0.491 -0.53
H 8.941327 -3.261667 2.359568 0.113 -0.069 0.194 0.26
H 8.864459 -1.546117 2.642392 -0.377 0.362 0.097 0.29
H 7.862904 -2.389448 1.363625 0.074 0.662 -0.297 0.31
H 6.563616 -0.766938 3.816058 0.447 0.204 -0.571 0.38
H 5.676534 -1.694475 2.423975 0.321 1.029 -0.290 0.36
H 4.942518 -3.281578 3.811869 -0.336 0.017 -0.150 0.21
H 3.334224 -2.025941 5.098146 -0.614 0.392 -0.230 0.39
H 3.568510 -1.211752 3.489619 -0.409 0.105 0.141 0.40
H 4.237472 -0.512443 4.997340 0.133 0.030 -0.063 0.33
H 4.834886 -2.828789 6.202666 0.265 0.141 0.409 0.23
H 6.273119 -2.000393 6.000959 -0.078 0.035 0.426 0.22
C 5.645093 -19.684296 0.331189 -0.240 1.141 -0.661 -0.73
O 6.212512 -18.783505 -0.630308 0.503 -1.328 -0.548 -0.29
C 6.232172 -19.349784 -1.948715 0.647 1.334 -0.586 -0.72
C 7.314290 -18.557106 -2.810535 -1.145 0.603 2.096 0.54
C 7.042616 -17.071570 -3.105706 -0.337 -0.766 1.383 -1.38
N 7.634276 -19.176875 -4.036814 0.127 -1.108 -1.263 -0.76
H 4.580192 -19.754850 0.109584 -0.316 0.017 0.387 0.30
H 5.843245 -19.183853 1.279011 -0.258 -0.449 0.129 0.23
H 6.016929 -20.708335 0.296612 0.562 0.078 -0.029 0.31
H 6.461458 -20.415235 -1.967614 0.516 -0.183 0.371 0.34
H 5.226001 -19.319886 -2.366824 -0.179 0.425 -0.335 0.34
H 8.240858 -18.578053 -2.236841 -0.194 0.169 0.982 0.23
H 8.042594 -16.680708 -3.293782 -0.340 0.567 -0.542 0.39
H 6.662074 -16.593397 -2.203131 0.108 0.120 0.061 0.33
H 6.285591 -16.925865 -3.876280 0.401 -0.025 -0.308 0.33
H 8.324958 -18.550557 -4.425124 0.107 -0.061 -0.707 0.28
H 8.169975 -19.994480 -3.782562 0.040 -0.533 -0.430 0.26
C 18.973637 -3.964598 5.128098 1.700 0.052 -0.590 -0.79
O 18.423136 -4.996910 4.363556 -0.896 -0.513 0.000 -0.31
C 17.918083 -6.122657 5.057499 -0.753 -0.318 0.640 -0.75
C 17.339219 -7.112877 4.045128 0.922 -0.500 0.015 0.55
C 16.613939 -8.329825 4.625944 -0.403 0.573 1.052 -1.44
N 18.358788 -7.765368 3.254108 0.959 -0.089 -0.817 -0.65
H 19.947980 -4.272713 5.507335 0.001 -0.439 0.843 0.32
H 18.382017 -3.507490 5.921276 -0.384 -0.216 -0.156 0.29
H 19.345141 -3.235642 4.407890 -0.748 0.455 -0.068 0.29
H 18.641909 -6.558676 5.746019 0.708 -0.313 -0.333 0.33
H 17.107300 -5.908310 5.753760 -0.434 0.854 -0.021 0.37
H 16.776151 -6.494031 3.346495 -0.623 -0.136 0.183 0.23
H 17.342624 -8.978883 5.111598 0.323 -0.095 -0.202 0.40
H 16.119011 -8.914999 3.850890 -0.106 0.212 0.105 0.33
H 15.964722 -8.117166 5.475278 -0.592 0.279 -0.368 0.36
H 18.608581 -8.640364 3.692400 0.266 0.040 -0.097 0.25
H 19.197707 -7.208737 3.173503 0.056 0.156 -0.184 0.22
C 7.905587 -16.329952 8.167310 -0.584 -2.121 -0.788 -0.71
O 8.991379 -17.133726 7.616148 -0.434 1.754 1.114 -0.38
C 9.887838 -16.372169 6.836938 -0.296 1.366 -0.726 -0.70
C 10.717471 -15.300451 7.616192 -0.478 -1.616 0.030 0.55
C 11.584049 -14.351633 6.835294 -0.961 -0.351 -0.251 -1.42
N 11.449480 -16.018678 8.601840 1.110 0.255 1.299 -0.59
H 8.011183 -15.801650 9.114853 0.864 0.187 -0.209 0.26
H 7.182963 -17.123179 8.358875 -0.328 0.187 0.230 0.29
H 7.459230 -15.726239 7.377117 0.239 0.405 0.072 0.32
H 10.408893 -17.164411 6.299386 0.904 0.455 0.106 0.32
H 9.372872 -15.776330 6.083348 -0.715 -0.172 -0.409 0.32
H 10.101821 -14.580618 8.155564 -1.024 -0.441 -0.051 0.17
H 12.417866 -14.842574 6.333472 0.240 0.291 0.185 0.39
H 11.802625 -13.590858 7.584669 0.854 0.129 -0.520 0.35
H 10.907763 -13.923980 6.095131 0.329 0.331 -0.277 0.32
H 10.880372 -16.773305 8.957869 0.301 -0.256 0.040 0.28
H 12.325710 -16.341730 8.217206 -0.024 -0.393 0.154 0.24
C 4.043752 -4.125954 16.410128 -0.855 -2.611 0.853 -0.77
O 3.468633 -3.575338 17.570837 0.430 1.960 1.277 -0.34
C 2.735075 -4.394529 18.556451 0.821 0.281 -2.523 -0.81
C 2.563897 -3.828516 19.933172 0.528 2.528 -0.062 0.69
C 1.609215 -4.645291 20.709017 -0.144 -2.239 0.303 -1.37
N 2.011559 -2.457327 19.928692 0.106 0.289 -0.049 -0.79
H 4.893195 -4.750374 16.687003 0.773 0.475 -0.117 0.31
H 4.228650 -3.492551 15.542544 0.043 0.717 0.786 0.28
H 3.389828 -4.912824 16.034214 -0.598 -0.083 -0.376 0.30
H 1.793889 -4.434355 18.008119 -0.492 -0.995 0.667 0.35
H 3.293849 -5.319189 18.700913 -0.421 -0.483 -0.384 0.34
H 3.524254 -3.804980 20.448205 0.381 -0.263 -0.093 0.25
H 2.053570 -5.627804 20.868135 0.101 -0.370 -0.103 0.37
H 0.718639 -4.841913 20.112102 -0.314 0.357 0.361 0.34
H 1.406760 -4.343228 21.736568 -0.209 0.674 -0.327 0.35
H 2.494574 -1.822642 19.309040 0.224 -0.287 -0.602 0.26
H 2.246346 -2.063992 20.828838 -0.371 0.045 0.389 0.26
C 4.225534 -12.134547 14.602692 0.004 0.152 -0.156 -0.74
O 5.327907 -12.642500 15.314799 0.062 0.660 -0.825 -0.39
C 5.164607 -12.689540 16.698247 1.479 0.062 0.596 -0.79
C 5.212337 -11.291792 17.446363 -0.971 -0.749 0.756 0.56
C 6.457221 -10.504040 17.219252 -0.045 0.304 -1.061 -1.25
N 5.078276 -11.330186 18.923911 -0.738 -0.843 -0.602 -0.74
H 4.070443 -12.781064 13.738944 -0.228 0.032 0.022 0.25
H 4.405174 -11.121145 14.243746 0.171 0.144 -0.056 0.24
H 3.335143 -12.076898 15.228785 -0.209 -0.275 -0.016 0.37
H 4.344179 -13.384824 16.875946 -0.642 0.524 0.743 0.48
H 6.056653 -13.256870 16.963742 0.160 0.026 0.664 0.27
H 4.338723 -10.717574 17.137876 -0.037 0.100 -0.337 0.24
H 7.272508 -10.958402 17.782241 0.249 0.089 -0.291 0.33
H 6.294414 -9.480281 17.556194 0.127 -0.089 0.186 0.31
H 6.634508 -10.456071 16.144830 0.575 -0.090 0.020 0.34
H 5.841225 -11.837285 19.349211 0.430 -0.048 -0.065 0.26
H 4.273259 -11.910082 19.113019 -0.389 0.009 0.419 0.25